1.
# C33H59LiN3Si3Te

A structure of composition C33H59LiN3Si3Te (the ωB97M-V functional and the def2-TZVPD basis, the OMol25 dataset).

- E_HOMO: -9.204 eV
- LUMO level: -2.526 eV
- Total charge: +1
- Energy: -70776.6169 eV

Last column: Löwdin charge in e.
Cartesian coordinates (Å):
Li: -0.7894 0.5883 0.1726  0.392
C: 0.5368 1.0684 1.6844  -0.336
Si: 1.5153 -0.4399 1.4935  0.533
C: 0.6311 -1.6332 0.2642  -0.235
N: -0.0461 -0.9970 -0.8910  -0.264
C: -1.1169 -1.8408 -1.4815  -0.195
C: -0.6499 -2.6179 -2.7031  -0.164
C: -0.2843 -1.6393 -3.8268  -0.176
C: 0.2898 -0.3366 -3.2406  -0.179
C: 0.9507 -0.6222 -1.9008  -0.223
C: 1.7374 -1.6003 2.9646  -0.246
C: 2.7673 -2.5416 3.0238  -0.092
C: 2.8563 -3.4472 4.0721  -0.086
C: 1.9056 -3.4333 5.0831  -0.089
C: 0.8718 -2.5083 5.0437  -0.086
C: 0.7940 -1.6023 3.9947  -0.105
C: 3.2845 -0.0321 0.9209  -0.251
C: 4.0175 0.8565 1.7190  -0.100
C: 5.3521 1.1391 1.4624  -0.096
C: 5.9921 0.5492 0.3785  -0.099
C: 5.2890 -0.3333 -0.4303  -0.095
C: 3.9562 -0.6248 -0.1499  -0.114
H: 1.1447 1.9597 1.8500  -0.055
H: -0.1798 1.0095 2.5120  -0.067
H: -0.1442 -2.0820 0.8957  0.052
H: 1.2693 -2.4730 -0.0580  0.100
H: -1.9612 -1.2003 -1.7694  0.102
H: -1.4846 -2.5059 -0.7005  0.096
H: -1.4305 -3.3060 -3.0295  0.117
H: 0.2110 -3.2333 -2.4301  0.115
H: -1.1668 -1.4154 -4.4285  0.112
H: 0.4435 -2.0997 -4.4971  0.111
H: -0.5027 0.4056 -3.1014  0.097
H: 1.0141 0.1035 -3.9311  0.107
H: 1.5198 0.2285 -1.5123  0.093
H: 1.6781 -1.4360 -2.0409  0.117
H: 3.5239 -2.5635 2.2452  0.098
H: 3.6676 -4.1638 4.1021  0.102
H: 1.9727 -4.1387 5.9014  0.102
H: 0.1316 -2.4885 5.8339  0.103
H: -0.0124 -0.8751 3.9831  0.088
H: 3.5369 1.3121 2.5790  0.111
H: 5.9006 1.8040 2.1191  0.107
H: 7.0388 0.7505 0.1859  0.103
H: 5.7878 -0.8269 -1.2562  0.103
H: 3.4471 -1.3567 -0.7659  0.086
C: -2.1152 -3.9095 2.0733  -0.184
Si: -3.9343 -3.5588 1.7898  0.375
C: -4.8102 -3.3953 3.4296  -0.182
C: -4.6882 -4.9181 0.7524  -0.178
C: -4.1411 -1.9321 0.8425  -0.584
Te: -2.9697 -0.3807 1.7237  1.256
C: -4.2059 1.3019 1.2360  -0.588
Si: -4.1796 1.8610 -0.5533  0.403
C: -2.3863 2.0914 -1.1029  -0.198
C: -4.9727 0.5931 -1.6738  -0.168
C: -5.0761 3.4963 -0.6751  -0.178
H: -2.0038 -4.8299 2.6516  0.043
H: -1.6170 -3.1184 2.6432  0.006
H: -1.5701 -4.0510 1.1369  0.024
H: -4.7213 -4.3164 4.0092  0.037
H: -5.8746 -3.1906 3.2939  0.036
H: -4.3843 -2.5848 4.0245  0.022
H: -4.6123 -5.8830 1.2581  0.036
H: -4.1799 -5.0074 -0.2105  0.030
H: -5.7458 -4.7289 0.5565  0.035
H: -5.1850 -1.6172 0.9075  0.021
H: -3.8805 -2.0328 -0.2110  -0.016
H: -3.8201 2.1044 1.8713  0.011
H: -5.2135 1.0794 1.5907  0.015
H: -1.9700 1.1378 -1.4518  -0.013
H: -1.7558 2.5213 -0.3154  0.029
H: -2.3329 2.7733 -1.9549  0.042
H: -4.4213 -0.3495 -1.6683  0.008
H: -4.9984 0.9596 -2.7030  0.039
H: -6.0008 0.3788 -1.3749  0.042
H: -4.5948 4.2587 -0.0585  0.036
H: -6.1095 3.4014 -0.3358  0.037
H: -5.0982 3.8616 -1.7043  0.034
C: 2.9368 2.9031 -3.2239  -0.046
C: 1.4872 3.1142 -2.7146  -0.132
N: 1.4824 3.9862 -1.5525  -0.137
C: 2.1357 5.2473 -1.8799  -0.132
C: 3.6368 5.0267 -2.1782  -0.060
N: 3.8563 3.5464 -2.2210  -0.084
C: 3.6216 2.9609 -0.8544  -0.062
C: 2.1850 3.3398 -0.4395  -0.123
H: 3.1240 3.3826 -4.1838  0.134
H: 3.2146 1.8518 -3.2916  0.132
H: 1.0416 2.1659 -2.4302  0.094
H: 0.8726 3.5499 -3.5018  0.132
H: 2.0211 5.9425 -1.0497  0.130
H: 1.6376 5.6796 -2.7475  0.129
H: 4.2834 5.4143 -1.3930  0.135
H: 3.9525 5.4405 -3.1345  0.133
H: 4.8198 3.3601 -2.4886  0.189
H: 4.3879 3.3579 -0.1933  0.132
H: 3.7659 1.8846 -0.9428  0.101
H: 2.1897 4.0269 0.4063  0.137
H: 1.6502 2.4433 -0.1228  0.074

=====

2.
# C4H5NO

An isolated molecule of C4H5NO at a distorted geometry (the ωB97M-V functional and the def2-TZVPD basis, the OMol25 dataset).

- Relative energy (zero: lowest compared OMol25 entry of this formula, charge and spin): 20.7 kcal per mole
- E_HOMO: -11.198 eV
- LUMO level: -0.086 eV
- Structure (SMILES): CCC(=O)C#N
- Energy: -7765.6267 eV

Last column: Löwdin charge in e.
Cartesian coordinates (Å):
C: -1.5743 0.1997 -0.2075  -0.079
C: -0.0676 -0.0610 -0.3004  -0.196
C: 0.8604 -0.0302 0.8730  -0.393
O: 0.6300 0.1120 2.0439  0.134
C: 2.2698 -0.2343 0.3229  -0.119
N: 3.2650 -0.3799 -0.2562  0.163
H: -2.1004 -0.3655 0.5683  0.080
H: -1.9841 -0.1040 -1.1783  0.075
H: -1.8104 1.2615 -0.0903  0.078
H: 0.3836 0.6398 -1.0123  0.127
H: 0.1281 -1.0381 -0.7631  0.130

=====

3.
# H23O12

A cluster of 12 separate species, H23O12 in total at a distorted geometry (the ωB97M-V functional and the def2-TZVPD basis, the OMol25 dataset).

- Relative energy (zero: lowest compared OMol25 entry of this formula, charge and spin): 87.0 kcal per mole
- E_HOMO: -6.421 eV
- LUMO level: 2.444 eV
- Total charge: -1
- Energy: -24944.2375 eV

Last column: Löwdin charge in e.
Cartesian coordinates (Å):
O: 1.1706 0.9394 -0.1275  -0.169
H: -0.6448 -0.8802 -0.0986  0.008
H: -0.9451 4.9035 0.3984  0.011
O: 0.9488 -1.4269 1.9400  -0.054
H: 0.4825 -0.8023 1.3686  -0.015
H: 1.7954 -0.9694 2.0109  0.035
O: -2.0441 -0.3097 2.0324  -0.066
H: -2.5827 -0.3385 1.2311  0.028
O: -1.0920 4.6314 -0.5229  -0.121
H: -0.7136 1.0172 -2.4993  -0.019
H: -1.1780 3.6698 -0.2717  -0.007
O: -1.3278 -0.7518 -0.7845  -0.116
H: 2.3651 3.0592 1.0144  0.020
H: 2.6546 -3.1882 -1.2642  0.049
O: -0.7410 -3.2973 -1.7805  -0.075
H: 0.8931 1.7824 2.4831  0.015
H: -1.6223 0.5504 1.8824  0.010
O: -0.2955 0.3960 -3.1501  -0.107
H: -0.6765 -0.4540 -2.8993  0.006
H: -0.5674 -2.7359 -1.0211  -0.005
O: -0.0092 -4.5538 1.9420  -0.062
H: -0.5261 -4.1944 2.6599  0.028
H: 0.6746 -3.9870 1.5873  0.005
O: 1.7654 3.6750 0.5801  -0.076
H: 1.1924 3.0080 0.1664  -0.012
H: 2.5171 -3.5226 -2.8161  0.048
O: 0.0516 2.1003 2.8040  -0.041
H: 1.7187 1.1249 -0.8988  0.038
H: -1.6090 1.7711 -1.5481  -0.008
O: -0.8610 2.0246 -1.0048  -0.348
H: -0.1717 3.0168 2.6572  0.033
H: 0.1369 -3.3312 -2.1914  -0.006
O: 2.0785 -3.4956 -1.9654  -0.036
H: 0.3299 1.5303 -0.4785  -0.021
H: -1.0499 0.2026 -0.5436  0.029

=====

Look up the energy of the second one.
-7765.6267 eV

=====

LUMO level of number 1 (C33H59LiN3Si3Te)?
-2.526 eV

=====

The highest LUMO level belongs to which entry?
H23O12

=====

Which value of energy does entry 2 give?
-7765.6267 eV